Entry 1:
Computed, not measured: a cluster of 7 separate species, C4H21N2O8 in total in a non-equilibrium geometry, with ωB97M-V with the def2-TZVPD basis set.

```
35
Properties=species:S:1:pos:R:3:nbo_charge:R:1
C 0.00 -0.41 -0.52 -0.251
N 0.85 -1.59 -0.55 -0.733
C 2.23 -1.51 -0.04 0.904
O 2.99 -2.32 -0.51 -0.708
O 2.42 -0.63 0.83 -0.850
C 0.32 0.72 -1.57 -0.065
C 1.82 0.86 -1.85 -0.641
N -0.28 1.95 -1.05 -0.868
H -1.08 -0.73 -0.75 0.216
H 0.08 0.03 0.49 0.200
H 0.78 -2.12 -1.38 0.376
H -0.16 0.46 -2.54 0.179
H 2.38 1.02 -0.91 0.219
H 2.21 -0.07 -2.31 0.220
H 2.02 1.69 -2.50 0.192
H -0.07 2.71 -1.67 0.349
H 0.16 2.21 -0.19 0.388
H -2.25 1.34 -1.05 0.499
H -2.93 0.66 0.17 0.507
O -3.08 0.85 -0.77 -1.025
H -1.51 0.92 1.80 0.471
H -1.86 -0.60 1.89 0.511
O -2.30 0.32 1.74 -1.004
H 0.95 0.46 2.85 0.491
H 1.67 -0.76 2.41 0.506
O 1.04 -0.48 3.10 -1.003
H -0.47 -2.14 1.21 0.491
H -0.23 -1.47 2.55 0.505
O -0.91 -1.95 2.03 -0.986
H -3.16 -2.01 -1.50 0.450
H -3.36 -0.58 -1.68 0.496
O -3.49 -1.40 -2.14 -0.980
H 2.11 2.11 1.84 0.470
H 1.75 0.78 1.06 0.522
O 1.35 1.67 1.49 -1.047
```

The HOMO-LUMO gap is 8.921 eV. Its total charge is -1. The value obtained for the energy above the lowest of the compared OMol25 structures with the same formula, charge and spin is 0.00 kcal/mol. The calculation puts the HOMO energy at -5.92 eV. Its total energy is -23853.2664 eV.

---

Entry 2:
Computed, not measured: a cluster of 2 separate species, C2H5N4 in total in a non-equilibrium geometry, with ωB97M-V with the def2-TZVPD basis set.

```
11
Properties=species:S:1:pos:R:3:nbo_charge:R:1
C -0.01 1.41 1.36 0.352
C -1.15 -0.22 -0.08 0.370
N 0.39 2.21 2.09 -0.142
N -0.87 -1.16 -0.94 -0.712
N 1.59 -0.17 -0.56 -0.511
N -0.28 0.49 0.49 -0.337
H -2.18 -0.11 0.39 0.271
H -1.65 -1.71 -1.48 0.482
H 0.23 -1.04 -1.17 0.461
H 2.14 -0.54 0.27 0.386
H 1.79 0.84 -0.37 0.380
```

The HOMO-LUMO gap (spin up / spin down) is 7.353 / 7.336 eV. Its total charge is +1. The value obtained for the energy above the lowest of the compared OMol25 structures with the same formula, charge and spin is 107.34 kcal/mol. The calculation puts the HOMO energy (spin up / spin down) at -15.69 / -15.69 eV. Its total energy is -8103.0722 eV.

---

Entry 3:
Computed, not measured: a structure of composition C3H3NO2 in a non-equilibrium geometry, with ωB97M-V with the def2-TZVPD basis set.

```
9
Properties=species:S:1:pos:R:3:nbo_charge:R:1
O -0.14 -1.23 1.61 -0.634
C 0.01 -0.45 0.56 0.461
N -0.65 0.86 0.43 -0.215
O 0.38 1.75 -0.18 -0.348
C -0.07 0.74 -0.99 0.225
C 0.53 -0.59 -0.66 -0.418
H -0.53 -0.71 2.33 0.497
H -0.60 0.97 -1.92 0.199
H 1.09 -1.34 -1.18 0.233
```

The HOMO-LUMO gap is 9.906 eV. The value obtained for the energy above the lowest of the compared OMol25 structures with the same formula, charge and spin is 122.76 kcal/mol. The calculation puts the HOMO energy at -9.12 eV. Its total energy is -8739.8076 eV.

---

Entry 4:
Computed, not measured: the molecule C5H7NO in a non-equilibrium geometry, with ωB97M-V with the def2-TZVPD basis set.

```
14
Properties=species:S:1:pos:R:3:nbo_charge:R:1
N 1.88 -2.05 0.31 -0.633
C 0.78 -1.55 0.46 0.496
O 1.11 0.72 -0.25 -0.582
C 0.31 1.79 -0.57 -0.111
C -0.60 0.90 0.10 0.123
C -1.19 -0.36 -0.42 -0.457
C -0.50 -1.26 0.58 -0.464
H 2.72 -1.54 0.54 0.386
H 0.11 1.97 -1.61 0.162
H 0.55 2.68 0.02 0.169
H -1.02 1.15 1.09 0.202
H -0.90 -0.55 -1.46 0.232
H -2.28 -0.46 -0.34 0.234
H -0.98 -1.45 1.53 0.242
```

The HOMO-LUMO gap is 8.939 eV. The value obtained for the energy above the lowest of the compared OMol25 structures with the same formula, charge and spin is 103.54 kcal/mol. The calculation puts the HOMO energy at -8.15 eV. Its SMILES is N=C=CC[C@@H]1CO1. Its total energy is -8831.7131 eV.

---

Entry 5:
Computed, not measured: the molecule C4H9NO in a non-equilibrium geometry, with ωB97M-V with the def2-TZVPD basis set.

```
15
Properties=species:S:1:pos:R:3:nbo_charge:R:1
O -1.15 1.76 1.71 -0.532
C -1.65 0.89 0.93 0.422
C -0.73 -0.02 0.12 -0.112
C 0.75 0.20 0.46 -0.452
C 1.62 -0.96 -0.17 -0.628
N -1.07 0.14 -1.25 -0.854
H -2.67 0.67 0.93 0.133
H -1.05 -1.26 0.39 0.194
H 0.97 0.64 1.40 0.246
H 0.97 1.14 -0.11 0.191
H 1.90 -1.68 0.85 0.224
H 1.00 -1.47 -1.06 0.206
H 2.53 -0.39 -0.62 0.224
H -0.64 0.99 -1.72 0.368
H -0.79 -0.67 -1.86 0.370
```

The HOMO-LUMO gap is 10.158 eV. The value obtained for the energy above the lowest of the compared OMol25 structures with the same formula, charge and spin is 75.70 kcal/mol. The calculation puts the HOMO energy at -9.56 eV. Its SMILES is CC[C@H](N)C=O. Its total energy is -7829.0373 eV.

---

Entry 6:
Computed, not measured: a structure of composition C4H3FO5Yb in a non-equilibrium geometry, with ωB97M-V with the def2-TZVPD basis set.

```
14
Properties=species:S:1:pos:R:3:mulliken_spin:R:1
O 4.88 -0.66 0.36 0.001
C 6.03 -0.91 0.37 0.000
O 7.15 -1.13 0.39 0.001
O 0.32 0.38 -0.23 0.584
C -4.06 -0.33 0.00 -0.001
C -0.87 0.33 0.34 -0.033
O -4.92 -1.07 0.06 0.002
O -3.30 0.59 -0.10 0.005
C -1.89 0.66 -0.74 0.010
Yb 2.58 -0.14 0.01 0.355
F -1.01 1.31 1.33 0.077
H -1.15 -0.63 0.84 0.000
H -1.92 -0.08 -1.55 -0.001
H -1.84 1.69 -1.07 0.001
```

The HOMO-LUMO gap (spin up / spin down) is 9.905 / 5.900 eV. Its total charge is +3. The expectation value of S² is 0.765. The calculation puts the HOMO energy (spin up / spin down) at -23.64 / -23.28 eV. Its total energy is -48646.5087 eV. As for the spin multiplicity: 2.

---

Entry 7:
Computed, not measured: a cluster of 2 separate species, C17H17ClN in total in a non-equilibrium geometry, with ωB97M-V with the def2-TZVPD basis set.

```
36
Properties=species:S:1:pos:R:3:nbo_charge:R:1
Cl -1.62 2.31 5.10 0.102
C -1.14 2.19 3.46 0.034
C 0.23 2.11 3.15 -0.242
C 0.62 1.97 1.82 -0.086
C -0.33 1.85 0.78 -0.188
C 0.11 1.78 -0.58 0.374
C -0.80 1.71 -1.76 -0.492
C 0.07 2.18 -2.99 -0.476
C 1.42 2.41 -2.38 0.082
C 1.39 2.20 -1.01 -0.316
C -1.72 1.98 1.12 -0.087
C -2.11 2.15 2.45 -0.239
H 0.97 2.13 3.95 0.251
H 1.68 1.98 1.58 0.223
H -1.23 0.71 -1.93 0.284
H -1.63 2.43 -1.63 0.255
H 0.07 1.39 -3.75 0.263
H -0.37 3.09 -3.44 0.265
H 2.28 2.73 -2.97 0.243
H 2.21 2.42 -0.33 0.245
H -2.47 2.00 0.33 0.229
H -3.16 2.24 2.71 0.252
C 2.11 -4.28 0.45 -0.641
C 0.94 -3.45 -0.05 -0.025
C -0.23 -4.11 -0.44 -0.170
C -1.32 -3.38 -0.90 -0.231
C -1.23 -1.97 -0.96 0.011
N -0.12 -1.34 -0.57 -0.471
C 0.93 -2.04 -0.14 0.032
H 2.95 -3.63 0.72 0.221
H 1.83 -4.88 1.33 0.234
H 2.44 -4.99 -0.32 0.234
H -0.29 -5.20 -0.38 0.227
H -2.25 -3.85 -1.22 0.230
H -2.08 -1.38 -1.33 0.188
H 1.82 -1.45 0.14 0.186
```

The HOMO-LUMO gap is 6.532 eV. Its total charge is +1. The value obtained for the energy above the lowest of the compared OMol25 structures with the same formula, charge and spin is 3.49 kcal/mol. The calculation puts the HOMO energy at -11.96 eV. Its total energy is -31910.1133 eV.

---

Entry 8:
Computed, not measured: the molecule CHNO2S in a non-equilibrium geometry, with ωB97M-V with the def2-TZVPD basis set.

```
6
Properties=species:S:1:pos:R:3:nbo_charge:R:1
C 0.61 0.29 -0.08 -0.224
N -0.68 -0.29 -0.07 0.369
O -1.78 -0.05 -0.53 -0.192
O -0.52 -1.60 0.80 -0.444
S 0.82 1.89 -0.30 0.215
H 1.54 -0.23 0.17 0.276
```

The HOMO-LUMO gap (spin up / spin down) is 7.432 / 7.434 eV. The value obtained for the energy above the lowest of the compared OMol25 structures with the same formula, charge and spin is 120.33 kcal/mol. The calculation puts the HOMO energy (spin up / spin down) at -10.50 / -10.50 eV. Its SMILES is O=[N+]([O-])C=S. Its total energy is -17466.9573 eV.